ORCA calculation (wB97M-V/def2-TZVPD) on a molecular structure, C31H87CuN3O12 at a distorted geometry.

LUMO energy (spin up / spin down): 0.6 / 0.4 eV
Electronic energy: -107236.0930 eV
Frontier orbital gap (spin up / spin down): 0.352 / 0.344 hartree
HOMO energy (spin up / spin down): -8.939 / -8.962 eV

```
! wB97M-V def2-TZVPD RIJCOSX def2/J DEFGRID3
* xyz 0 2
Cu 11.414 12.421 16.941
O 10.694 13.900 18.411
H 9.741 14.032 18.254
O 10.727 13.283 15.304
H 10.759 14.248 15.318
C 15.656 13.628 15.910
C 14.281 12.977 15.781
C 14.278 11.475 15.822
O 12.902 10.966 15.718
C 12.750 10.199 14.523
N 13.382 13.412 16.870
H 15.750 14.659 16.096
H 16.161 13.537 14.992
H 16.167 13.121 16.743
H 13.837 13.281 14.833
H 14.721 11.144 16.780
H 14.856 11.045 15.066
H 13.273 9.258 14.609
H 13.104 10.787 13.656
H 11.708 9.913 14.457
H 13.988 13.478 17.711
H 13.077 14.377 16.728
C 8.776 17.753 11.318
C 8.613 16.432 10.626
C 8.761 16.413 9.112
O 8.506 15.071 8.651
C 8.222 15.033 7.305
N 9.651 15.572 11.260
H 9.807 18.148 10.979
H 8.826 17.554 12.411
H 7.984 18.440 11.132
H 7.627 15.982 10.861
H 9.733 16.740 8.793
H 8.051 17.136 8.669
H 7.250 15.493 7.038
H 8.161 13.980 6.964
H 9.020 15.474 6.707
H 9.695 14.792 10.591
H 9.317 15.135 12.126
C 13.241 10.187 20.312
C 12.654 10.280 18.930
C 11.685 9.060 18.540
O 10.677 8.908 19.521
C 10.119 7.687 19.359
N 11.873 11.493 18.773
H 12.522 9.991 21.109
H 13.724 11.161 20.563
H 14.085 9.523 20.246
H 13.441 10.346 18.178
H 12.219 8.139 18.343
H 11.144 9.214 17.615
H 10.783 6.971 19.836
H 9.950 7.414 18.269
H 9.201 7.666 19.973
H 12.354 12.295 19.137
H 10.956 11.481 19.234
C 5.909 14.997 14.707
C 7.197 15.291 15.359
O 8.332 14.833 14.695
H 5.933 15.360 13.744
H 5.076 15.430 15.293
H 5.777 13.892 14.698
H 7.154 14.979 16.453
H 7.378 16.350 15.444
H 8.882 14.168 15.259
C 9.289 11.317 22.280
C 9.334 12.622 21.573
O 9.293 12.495 20.182
H 9.374 11.326 23.421
H 10.194 10.794 21.856
H 8.411 10.745 21.963
H 10.277 13.160 21.800
H 8.485 13.236 21.885
H 9.820 13.084 19.643
C 7.871 11.895 16.887
C 8.774 10.689 17.130
C 8.083 9.430 16.649
O 10.114 10.892 16.466
H 7.744 12.244 15.857
H 8.209 12.747 17.577
H 6.791 11.731 17.230
H 8.970 10.608 18.194
H 8.801 8.647 16.709
H 7.747 9.477 15.570
H 7.182 9.164 17.248
H 9.928 11.039 15.504
C 10.796 17.754 18.197
C 10.577 16.905 16.968
C 10.470 17.619 15.578
O 11.581 15.864 16.933
H 11.763 18.194 18.083
H 10.767 17.132 19.099
H 10.001 18.506 18.219
H 9.588 16.435 17.050
H 9.693 18.377 15.577
H 10.348 16.855 14.782
H 11.420 18.124 15.325
H 11.193 15.184 17.475
C 13.648 15.455 13.481
C 12.801 14.740 12.464
C 13.524 14.494 11.142
O 12.390 13.453 12.886
H 13.955 16.340 12.998
H 14.561 14.950 13.765
H 13.082 15.718 14.401
H 11.892 15.282 12.216
H 14.308 13.729 11.270
H 14.010 15.480 10.815
H 12.804 14.245 10.409
H 11.960 13.450 13.775
C 9.082 9.489 12.500
C 9.594 10.929 12.633
C 8.640 11.849 11.943
O 9.654 11.248 14.024
H 9.056 9.139 11.450
H 8.049 9.332 12.750
H 9.776 8.834 13.070
H 10.605 11.080 12.236
H 8.912 12.917 12.122
H 7.660 11.654 12.393
H 8.670 11.700 10.866
H 9.992 12.161 14.203
C 13.471 15.451 22.069
C 13.322 15.453 20.532
C 14.714 15.582 19.826
O 12.743 14.191 20.165
H 12.529 15.214 22.539
H 13.840 16.341 22.507
H 14.163 14.668 22.340
H 12.646 16.189 20.216
H 15.331 14.820 20.255
H 15.127 16.558 20.188
H 14.660 15.525 18.728
H 12.016 14.405 19.595
*
```